[1]
{"formula": "C4H11NO", "method": "wB97M-V/def2-TZVPD", "symbols": ["C", "C", "O", "H", "H", "H", "H", "C", "N", "C", "H", "H", "H", "H", "H", "H", "H"], "xyz": [[-1.525267, -0.041000, -1.980687], [-0.374600, -0.713965, -2.272307], [0.852140, -0.848343, -1.479056], [-2.193567, 0.452074, -2.639971], [-1.771574, 0.342758, -0.949241], [-0.222820, -1.506785, -3.154927], [0.686568, -0.286137, -0.663532], [1.173050, 1.285019, 1.529865], [0.306764, 0.235879, 1.212852], [-0.606470, -0.068611, 2.240232], [1.460091, 1.807134, 0.617565], [0.717064, 2.079151, 2.337806], [2.034530, 0.887850, 2.069691], [0.829599, -0.546074, 0.949683], [-0.355755, 0.279322, 3.234286], [-0.421161, -1.205020, 2.354849], [-1.727714, 0.062652, 2.083657]], "forces_ev_per_a": [[1.89, 0.11, 2.07], [1.15, -1.86, -0.48], [-3.37, 1.00, 0.05], [-0.62, -0.86, -1.28], [1.14, -0.29, -0.92], [-0.43, 2.61, 1.54], [0.00, -0.59, -1.37], [0.62, 3.16, 2.12], [-1.71, 1.38, -0.84], [-1.57, -4.23, 1.06], [0.35, 0.35, 0.27], [0.75, -1.88, -2.34], [0.51, 0.32, -0.09], [0.74, -1.40, 0.10], [0.21, 0.63, 0.12], [-1.15, 1.35, 0.25], [1.48, 0.20, -0.24]], "fmax_ev_per_a": 4.64, "gap_ev": 9.7, "e_lumo_ev": 0.90, "total_energy_ev": -7860.730, "mol_weight_g_mol": 89.14, "homo_ha": -0.3234, "smiles": "C=CO.CNC"}

=====

[2]
{"formula": "C4H11NO", "method": "wB97M-V/def2-TZVPD", "symbols": ["C", "C", "O", "H", "H", "H", "H", "C", "C", "N", "H", "H", "H", "H", "H", "H", "H"], "xyz": [[-2.946338, 4.324395, 2.578849], [-3.363360, 4.432894, 3.855342], [-2.960381, 3.373141, 4.882367], [-1.848588, 4.172311, 2.522133], [-3.692158, 3.724698, 1.876222], [-3.590385, 5.320885, 4.274375], [-3.035956, 3.655589, 5.751145], [2.678788, -2.314201, -1.930472], [1.971573, -2.672424, -3.288377], [1.487349, -3.940743, -3.193920], [2.084576, -2.825096, -1.104785], [2.573433, -1.299771, -1.711294], [3.608529, -2.757271, -1.787825], [2.726339, -2.836379, -4.030290], [1.312212, -1.908679, -3.533355], [2.239713, -4.432467, -2.717550], [0.754657, -4.016877, -2.442569]], "forces_ev_per_a": [[-0.39, -1.95, -1.72], [2.16, -4.51, 1.86], [0.47, 1.69, -5.21], [-0.75, -1.64, -0.10], [1.52, 2.62, 0.57], [-2.75, 2.42, 1.86], [-0.26, 1.38, 2.75], [-3.27, -1.21, 0.26], [3.71, 1.40, 1.93], [-3.11, -4.21, 1.70], [0.25, 0.60, -0.89], [0.68, 1.82, 0.38], [2.05, -0.22, -0.21], [0.67, 1.17, -0.84], [-1.44, 1.09, -0.76], [-0.06, -0.67, -0.48], [0.52, 0.23, -1.10]], "fmax_ev_per_a": 5.51, "gap_ev": 7.6, "e_lumo_ev": -0.45, "total_energy_ev": -7858.103, "mol_weight_g_mol": 89.14, "homo_ha": -0.2944, "smiles": "C=CO.CCN"}

=====

[3]
{"formula": "C4H11NO", "method": "wB97M-V/def2-TZVPD", "symbols": ["C", "C", "N", "O", "H", "H", "H", "H", "H", "C", "C", "H", "H", "H", "H", "H", "H"], "xyz": [[1.180194, -0.527933, -1.249244], [1.568166, -0.639183, 0.166632], [1.980495, 0.597602, 0.664367], [1.884003, -1.618844, 0.805405], [1.476463, -1.440474, -1.780613], [1.686613, 0.238320, -1.847051], [0.151448, -0.422859, -1.487786], [2.354873, 0.637245, 1.596669], [1.584767, 1.496488, 0.349859], [-2.761762, 0.166645, -0.276315], [-3.049642, 1.603124, 0.114603], [-2.150197, 0.079253, -1.180632], [-2.226909, -0.418742, 0.481288], [-3.646107, -0.449227, -0.386768], [-2.133347, 2.157791, 0.120195], [-3.573358, 1.704542, 1.052265], [-3.780771, 1.915368, -0.654997]], "forces_ev_per_a": [[0.30, -1.23, -2.34], [2.58, 1.85, 1.26], [-0.91, 1.14, -0.10], [-0.99, -0.61, -0.51], [-0.11, -0.13, 0.40], [0.09, 0.25, 0.79], [-1.18, 0.13, 0.33], [-0.10, -0.32, 0.15], [0.31, -1.09, 0.01], [0.65, -1.21, 0.72], [-1.13, -0.86, -1.12], [-0.30, 0.18, -0.01], [0.30, 0.41, 0.13], [-0.46, 0.20, -0.42], [0.23, 0.68, -0.07], [0.07, -0.10, 0.46], [0.64, 0.69, 0.31]], "fmax_ev_per_a": 3.42, "gap_ev": 10.8, "e_lumo_ev": 0.77, "total_energy_ev": -7863.928, "mol_weight_g_mol": 89.14, "homo_ha": -0.3670, "smiles": "CC(N)=O.CC"}

=====

[4]
{"formula": "C4H11NO", "method": "wB97M-V/def2-TZVPD", "symbols": ["C", "C", "O", "H", "H", "H", "H", "C", "C", "N", "H", "H", "H", "H", "H", "H", "H"], "xyz": [[-1.917550, -1.009566, 1.182365], [-2.477517, -1.023633, 2.389294], [-2.247210, -0.003924, 3.264613], [-2.425490, -1.347187, 0.287951], [-0.932151, -0.579895, 1.043393], [-3.218882, -1.774030, 2.655153], [-2.501888, -0.261564, 4.156209], [2.124267, 1.148172, -0.942755], [2.572663, 0.633604, -2.317064], [1.466154, 0.131966, -3.115863], [1.327250, 1.888848, -1.021039], [2.947622, 1.614646, -0.406663], [1.699969, 0.302159, -0.392123], [3.447263, -0.006320, -2.173273], [3.048330, 1.522940, -2.734213], [1.598645, 0.416911, -4.090280], [1.643688, -0.848592, -3.337998]], "forces_ev_per_a": [[0.50, 0.05, -0.09], [-0.60, 0.31, -0.85], [0.64, -0.65, 0.56], [0.25, -0.99, 0.33], [-0.38, 0.84, -0.10], [-0.44, 0.48, 0.09], [0.03, -0.03, 0.06], [-0.60, -0.77, -0.13], [0.88, 1.73, 1.02], [0.59, -0.94, -1.50], [0.02, -0.01, -0.24], [0.12, -0.20, 0.14], [0.18, 0.21, 0.32], [-0.36, -0.63, -0.11], [-0.26, 0.03, -0.77], [-0.25, 0.89, 0.34], [-0.32, -0.30, 0.94]], "fmax_ev_per_a": 2.19, "gap_ev": 9.6, "e_lumo_ev": 0.92, "total_energy_ev": -7862.006, "mol_weight_g_mol": 89.14, "homo_ha": -0.3183, "smiles": "C=CO.CCN"}

=====

[5]
{"formula": "C4H11NO", "method": "wB97M-V/def2-TZVPD", "symbols": ["C", "C", "O", "C", "N", "C", "H", "H", "H", "H", "H", "H", "H", "H", "H", "H", "H"], "xyz": [[0.423282, -2.152748, -0.867856], [-0.832523, -1.273172, -0.901989], [-0.810340, -0.109402, 0.009148], [-0.300602, 1.132609, -0.516194], [0.778971, 1.498683, 0.398276], [0.344276, 1.673212, 1.850402], [0.584918, -2.440134, 0.173288], [1.207717, -1.515626, -1.303770], [0.178322, -2.997089, -1.500855], [-1.111862, -0.763803, -1.838467], [-1.738186, -1.836751, -0.523239], [-1.085067, 1.910678, -0.375286], [0.029748, 1.267118, -1.552780], [1.625274, 0.966856, 0.439005], [1.234872, 1.510674, 2.441627], [-0.141809, 0.689669, 2.029060], [-0.386983, 2.439227, 2.039631]], "forces_ev_per_a": [[-1.12, 1.72, -0.38], [-1.81, 1.27, 1.37], [-0.02, -0.96, -1.72], [0.79, 0.42, 2.80], [-0.72, 2.65, 0.79], [0.03, -3.65, -2.15], [0.33, -0.05, -0.29], [0.26, -0.73, 0.34], [0.44, -0.35, -0.06], [0.40, -1.08, -0.31], [0.99, 0.39, -0.62], [0.31, -0.55, -0.01], [0.00, -1.13, 0.00], [0.00, -0.60, -0.75], [0.18, 1.26, 0.43], [-0.44, 0.66, 0.47], [0.40, 0.70, 0.09]], "fmax_ev_per_a": 4.24, "gap_ev": 9.5, "e_lumo_ev": 1.11, "total_energy_ev": -7862.143, "mol_weight_g_mol": 89.14, "homo_ha": -0.3069, "smiles": "CCOCNC"}

=====

[6]
{"formula": "C4H11NO", "method": "wB97M-V/def2-TZVPD", "symbols": ["C", "C", "O", "H", "H", "H", "H", "C", "N", "C", "H", "H", "H", "H", "H", "H", "H"], "xyz": [[1.569767, 0.472627, -0.195984], [2.663504, 0.457602, -1.224501], [3.768014, 0.935073, -1.103123], [0.612485, 0.451410, -0.715342], [1.727622, 1.442568, 0.272786], [1.549425, -0.359574, 0.502467], [2.424321, 0.111924, -2.246464], [-1.777610, -1.286742, 1.549170], [-2.150762, -0.725751, 0.247277], [-3.114089, 0.326513, 0.376315], [-2.671907, -1.584328, 2.105829], [-0.992362, -2.033690, 1.519483], [-1.350842, -0.442357, 2.107260], [-2.438002, -1.457446, -0.365007], [-4.079324, 0.021446, 0.809260], [-3.321562, 0.863194, -0.549323], [-2.725123, 1.108987, 1.035995]], "forces_ev_per_a": [[0.06, 0.49, -0.61], [0.69, 0.13, -0.90], [-0.37, -0.17, 0.64], [-0.10, 0.09, 0.06], [-0.33, -0.17, 0.60], [0.40, 0.03, 0.13], [-0.38, -0.42, 0.09], [-0.25, 1.55, 0.06], [1.11, -0.24, 0.30], [-0.52, 0.74, 0.30], [0.14, -0.51, 0.18], [-0.24, -0.35, -0.31], [-0.01, -0.19, 0.12], [-0.40, -0.32, -0.47], [0.00, -0.11, -0.01], [0.08, -0.38, -0.28], [0.13, -0.18, 0.10]], "fmax_ev_per_a": 1.57, "gap_ev": 9.9, "e_lumo_ev": 0.93, "total_energy_ev": -7862.807, "mol_weight_g_mol": 89.14, "homo_ha": -0.3310, "smiles": "CC=O.CNC"}